40
Properties=species:S:1:pos:R:3 method="wB97M-V/def2-TZVPD" charge=+1 homo_lumo_gap_ev=10.59 e_homo_ev=-12.9 relative_energy_kcal_mol=199.5
O 0.626 0.307 1.025
H -0.134 -0.138 1.734
H 0.432 1.121 0.583
H 0.667 -0.182 0.350
C -1.799 1.893 2.465
O -0.617 1.498 3.185
H -2.598 1.284 2.627
H -1.461 2.576 1.627
H -2.448 2.532 2.887
H -0.600 2.066 3.896
C -0.556 3.461 -0.941
O 0.478 2.638 -0.457
H -0.507 4.312 -0.362
H -1.447 3.067 -0.945
H -0.264 3.685 -1.958
H 1.265 3.134 -0.544
C 0.122 -2.535 3.116
O -0.862 -1.655 2.490
H 1.011 -2.514 2.509
H -0.171 -3.508 3.261
H 0.452 -1.989 4.069
H -1.708 -1.722 2.561
C -1.957 -0.054 -1.675
O -2.074 0.086 -0.306
H -2.732 0.431 -2.093
H -1.990 -1.233 -1.895
H -0.908 0.248 -2.221
H -2.806 -0.335 -0.104
C 1.487 -2.382 -2.882
C 2.047 -1.632 -1.730
C 2.305 -0.149 -2.073
O 1.340 -1.887 -0.649
H 0.607 -2.075 -2.921
H 1.524 -3.374 -2.537
H 2.297 -2.216 -3.708
H 2.960 -2.219 -1.502
H 2.707 -0.220 -2.875
H 2.652 0.269 -1.287
H 1.160 0.231 -2.215
H 1.495 -2.822 -0.505

43
Properties=species:S:1:pos:R:3 method="wB97M-V/def2-TZVPD" charge=-2 homo_lumo_gap_ev="4.35 / 4.37" e_homo_ev="0.3 / 0.3" multiplicity=4
C -0.979 -1.843 -3.243
C -1.764 -0.745 -3.821
C -1.016 0.485 -3.614
H -2.741 -0.710 -4.306
C 0.190 0.086 -2.948
C 0.236 -1.314 -2.775
H 1.042 -1.895 -2.282
H -1.151 -2.890 -3.229
H -1.257 1.476 -4.002
H 1.037 0.706 -2.866
V -1.413 -0.298 -1.858
Br -3.465 -0.805 -0.495
C -0.127 -3.233 1.835
C 0.945 -3.531 0.914
C 0.422 -4.414 -0.093
H 1.851 -2.909 0.818
C -0.927 -4.755 0.264
C -1.303 -3.938 1.402
H -2.328 -3.717 1.750
H -0.097 -2.402 2.572
H 0.918 -4.664 -1.033
H -1.634 -5.236 -0.409
C 1.198 3.589 0.137
C 1.320 2.219 0.754
C 2.650 1.911 1.452
O 1.299 1.301 -0.425
B 0.284 0.389 -0.192
O -0.254 0.340 1.123
C -0.020 1.725 1.584
C 0.180 1.795 3.070
C -1.310 2.501 1.253
H 1.981 3.756 -0.603
H 1.305 4.419 0.816
H 0.229 3.709 -0.327
H 3.441 1.837 0.705
H 3.035 2.594 2.212
H 2.615 0.918 1.910
H 0.317 2.848 3.329
H -0.697 1.456 3.628
H 1.064 1.265 3.423
H -1.639 2.439 0.195
H -2.130 1.979 1.781
H -1.306 3.556 1.597

28
Properties=species:S:1:pos:R:3 method="wB97M-V/def2-TZVPD" charge=0 homo_lumo_gap_ev=8.59 e_homo_ev=-8.4 smiles="O=C(/C=N/O)NCC1CCNCC1" relative_energy_kcal_mol=26.4
O 3.731 -1.587 0.114
C 2.749 -0.876 -0.045
C 2.870 0.588 -0.120
N 1.943 1.439 -0.220
O 2.403 2.761 -0.100
N 1.526 -1.440 0.027
C 0.354 -1.082 -0.829
C -0.993 -1.338 -0.180
C -2.084 -0.548 -0.938
C -2.057 0.992 -0.679
N -0.986 1.428 0.139
C -0.978 0.665 1.411
C -1.005 -0.902 1.306
H 3.880 0.827 -0.019
H 1.563 3.287 -0.126
H 1.516 -2.361 0.375
H 0.508 -0.039 -1.133
H 0.410 -1.645 -1.725
H -1.241 -2.369 -0.289
H -1.992 -0.739 -2.046
H -3.097 -0.888 -0.614
H -2.023 1.554 -1.627
H -2.942 1.285 -0.073
H -0.086 1.546 -0.285
H -1.886 1.054 1.913
H -0.153 1.015 2.069
H -1.822 -1.391 1.844
H -0.106 -1.236 1.851

117
Properties=species:S:1:pos:R:3 method="wB97M-V/def2-TZVPD" charge=+1 homo_lumo_gap_ev=3.25 e_homo_ev=-8.9
C -2.831 -3.211 -4.298
C -2.051 -3.857 -3.193
C -1.605 -3.082 -2.119
C -0.979 -3.656 -1.007
C -0.968 -2.862 0.280
C -0.467 -4.971 -1.147
C 0.570 -5.545 -0.197
C -0.046 -6.527 0.811
C 1.466 -4.510 0.583
C 1.996 -3.345 -0.192
C 3.343 -3.413 -0.673
C 3.586 -3.604 -2.075
C 2.444 -3.686 -3.056
C 4.879 -3.867 -2.506
C 5.968 -3.941 -1.619
C 7.337 -4.247 -2.135
C 5.737 -3.728 -0.249
C 4.464 -3.470 0.235
C 4.297 -3.329 1.723
C -0.939 -5.780 -2.212
C -0.637 -7.253 -2.325
C -1.740 -5.213 -3.198
H -3.180 -3.961 -5.015
H -3.711 -2.699 -3.896
H -2.241 -2.461 -4.837
H -1.798 -2.007 -2.127
H -1.585 -3.339 1.060
H 0.011 -2.710 0.730
H -1.352 -1.852 0.087
H 1.282 -6.125 -0.819
H -0.766 -7.214 0.348
H 0.745 -7.131 1.275
H -0.568 -5.984 1.619
H 0.991 -4.217 1.542
H 2.351 -5.097 0.887
H 1.365 -2.554 -0.572
H 2.802 -3.437 -4.062
H 2.037 -4.712 -3.112
H 1.593 -3.041 -2.796
H 5.037 -4.048 -3.572
H 8.081 -4.084 -1.358
H 7.412 -5.290 -2.475
H 7.591 -3.615 -2.994
H 6.582 -3.778 0.448
H 5.228 -2.951 2.167
H 3.493 -2.647 2.013
H 4.102 -4.294 2.216
H -1.152 -7.657 -3.203
H 0.428 -7.465 -2.466
H -0.975 -7.834 -1.458
H -2.115 -5.849 -4.008
C 3.276 1.873 3.105
C 2.859 2.020 1.641
C 3.903 1.403 0.704
C 2.623 3.504 1.312
C 3.729 4.348 1.216
C 3.580 5.732 1.111
C 2.296 6.268 1.047
C 1.174 5.437 1.067
C -0.192 6.096 0.921
C -0.268 6.938 -0.353
C -0.554 6.937 2.138
C 1.330 4.044 1.221
N 0.161 3.174 1.395
P -0.561 2.080 0.245
H 0.068 0.544 0.374
N -2.103 2.323 1.041
C -3.451 2.329 0.455
C -4.160 1.127 0.283
C -3.586 -0.219 0.745
C -3.927 -1.345 -0.234
C -4.097 -0.572 2.144
C -5.468 1.157 -0.204
C -6.109 2.360 -0.492
C -5.428 3.549 -0.283
C -4.106 3.544 0.168
C -3.441 4.904 0.352
C -4.050 5.667 1.527
C -3.527 5.741 -0.928
C -1.932 2.929 2.276
C -0.680 3.403 2.473
H 2.533 2.333 3.767
H 3.367 0.815 3.374
H 4.240 2.363 3.291
H 1.915 1.489 1.502
H 3.626 1.567 -0.344
H 4.890 1.849 0.872
H 3.977 0.322 0.870
H 4.727 3.913 1.255
H 4.452 6.379 1.081
H 2.163 7.347 0.968
H -0.913 5.279 0.837
H -0.094 6.325 -1.247
H -1.254 7.405 -0.450
H 0.488 7.734 -0.333
H -0.541 6.341 3.057
H 0.163 7.759 2.260
H -1.556 7.370 2.029
H -2.496 -0.116 0.801
H -3.491 -1.145 -1.221
H -3.532 -2.304 0.126
H -5.010 -1.460 -0.364
H -3.927 0.254 2.846
H -5.175 -0.780 2.121
H -3.580 -1.461 2.528
H -6.006 0.222 -0.335
H -7.128 2.363 -0.867
H -5.927 4.501 -0.475
H -2.387 4.709 0.571
H -3.949 5.104 2.463
H -3.563 6.642 1.662
H -5.122 5.838 1.353
H -3.026 5.236 -1.765
H -4.576 5.905 -1.208
H -3.054 6.720 -0.787
H -2.780 3.058 2.930
H -0.329 3.984 3.309

102
Properties=species:S:1:pos:R:3 method="wB97M-V/def2-TZVPD" charge=+4 homo_lumo_gap_ev=9.36 e_homo_ev=-17.7 relative_energy_kcal_mol=60.7
P 0.635 -0.668 -0.793
F 0.188 0.916 -0.952
F 2.199 -0.256 -0.801
F 0.553 -0.315 0.798
F 1.172 -2.210 -0.447
F -0.950 -1.106 -0.653
F 0.689 -0.920 -2.366
C 4.392 -2.625 3.157
C 3.756 -4.029 2.869
N 3.630 -4.354 1.459
C 3.494 -5.581 0.903
C 3.614 -5.394 -0.485
N 3.659 -4.025 -0.758
C 3.744 -3.409 0.442
C 4.128 -3.458 -2.017
H 3.799 -1.825 2.715
H 5.343 -2.455 2.652
H 4.563 -2.301 4.183
H 2.833 -4.033 3.449
H 4.484 -4.707 3.314
H 3.449 -6.494 1.478
H 3.750 -6.137 -1.257
H 3.746 -2.331 0.517
H 4.199 -2.383 -1.852
H 3.453 -3.634 -2.854
H 5.092 -3.813 -2.381
C 4.139 2.209 -3.024
C 3.415 2.110 -4.380
N 1.954 2.076 -4.408
C 1.012 2.868 -3.720
C -0.243 2.530 -3.975
N -0.142 1.338 -4.672
C 1.201 1.025 -4.910
C -1.270 0.535 -5.034
H 4.168 1.336 -2.373
H 3.761 3.032 -2.417
H 5.181 2.400 -3.279
H 3.900 1.396 -5.045
H 3.696 3.101 -4.734
H 1.401 3.579 -3.007
H -1.204 2.817 -3.576
H 1.536 0.070 -5.287
H -2.131 1.060 -5.447
H -1.648 -0.027 -4.180
H -1.099 -0.168 -5.849
C -3.694 3.506 5.756
C -3.348 2.092 5.271
N -2.840 2.106 3.816
C -1.812 1.233 3.316
C -1.472 1.648 2.038
N -2.276 2.754 1.659
C -3.172 2.943 2.756
C -2.282 3.489 0.396
H -4.602 3.791 5.224
H -2.746 4.026 5.619
H -3.715 3.559 6.844
H -4.096 1.326 5.471
H -2.483 1.777 5.855
H -1.353 0.467 3.923
H -0.685 1.323 1.374
H -3.877 3.756 2.855
H -1.901 4.499 0.541
H -3.287 3.568 -0.020
H -1.636 3.020 -0.346
C -3.083 -4.175 -1.110
C -3.242 -2.969 -2.136
N -4.504 -3.070 -2.957
C -4.651 -3.814 -4.114
C -6.001 -3.677 -4.468
N -6.696 -2.952 -3.485
C -5.799 -2.484 -2.626
C -8.114 -2.579 -3.218
H -2.097 -4.144 -0.647
H -3.061 -5.092 -1.700
H -3.891 -4.349 -0.399
H -2.414 -3.009 -2.844
H -3.047 -2.007 -1.663
H -3.832 -4.418 -4.473
H -6.412 -4.127 -5.359
H -6.078 -1.983 -1.710
H -8.779 -3.440 -3.296
H -8.395 -2.022 -4.112
H -8.277 -1.932 -2.357
C 4.309 1.432 1.756
C 2.984 2.155 1.397
N 2.433 3.025 2.443
C 1.833 4.241 2.239
C 1.174 4.619 3.432
N 1.378 3.596 4.374
C 2.188 2.630 3.758
C 0.669 3.499 5.676
H 4.663 0.909 0.868
H 4.242 0.765 2.616
H 5.061 2.185 1.992
H 2.247 1.464 0.986
H 3.147 2.850 0.573
H 1.762 4.684 1.257
H 0.449 5.393 3.635
H 2.412 1.725 4.303
H 0.770 4.400 6.281
H 1.089 2.656 6.224
H -0.403 3.394 5.510

Largest force on an atom per entry: 13.168 7.484 2.559 1.954 4.991 eV/A